Record 1
Entry from the OMol25 dataset: C23H33Cl2CrN4O4 as an isolated structure (ωB97M-V/def2-TZVPD).

Last column: natural (NBO) charge in e.
Cartesian coordinates (Å):
O -0.005 0.082 -4.159  -0.494
C -0.593 0.294 -5.208  0.415
C -0.300 1.414 -6.168  -0.160
C 0.837 2.214 -5.969  -0.167
H 1.558 1.931 -5.201  0.233
C 1.037 3.354 -6.748  -0.205
H 1.908 3.985 -6.566  0.216
C 0.117 3.693 -7.751  -0.192
H 0.259 4.599 -8.343  0.216
C -0.992 2.866 -7.992  -0.220
H -1.701 3.122 -8.784  0.218
C -1.186 1.725 -7.211  -0.180
H -2.028 1.060 -7.408  0.215
H -1.397 -0.400 -5.555  0.106
C -2.547 1.644 0.149  -0.681
C -2.058 0.662 1.132  -0.162
H -3.402 2.201 0.551  0.188
H -2.848 1.164 -0.796  0.226
H -1.742 2.351 -0.095  0.236
C -2.604 0.289 2.275  -0.277
C -3.875 0.828 2.872  -0.637
H -2.118 -0.477 2.884  0.173
H -4.349 1.616 2.270  0.207
H -3.679 1.238 3.870  0.203
H -4.605 0.022 3.010  0.197
Cr -0.152 -0.132 0.647  0.916
Cl 0.816 1.916 0.584  -0.535
Cl -0.523 -0.335 -1.506  -0.469
H 3.766 -0.169 -2.406  0.193
H 5.347 0.741 -0.791  0.199
C 2.923 -0.017 -1.721  -0.429
C 4.527 0.925 -0.087  -0.401
N 3.442 -0.003 -0.358  -0.376
H 2.179 -0.808 -1.834  0.255
C 2.807 -0.617 0.647  0.582
O 1.700 -1.208 0.521  -0.705
H 4.878 0.773 0.938  0.207
H 3.331 -0.584 1.618  0.142
H 2.439 0.941 -1.951  0.235
H 4.189 1.965 -0.205  0.222
H -1.582 -5.307 2.163  0.198
H -0.439 -6.070 -0.003  0.200
C -2.048 -4.497 1.587  -0.422
C -0.942 -5.236 -0.508  -0.400
N -1.202 -4.166 0.442  -0.392
H -2.192 -3.622 2.224  0.251
C -0.724 -2.938 0.237  0.553
O -0.898 -1.999 1.064  -0.652
H -0.301 -4.843 -1.303  0.222
H -0.166 -2.777 -0.703  0.190
H -3.020 -4.862 1.230  0.206
H -1.885 -5.598 -0.938  0.203
N 0.643 2.161 7.047  -0.820
C 0.317 2.140 5.720  0.651
O -0.155 3.135 5.171  -0.588
C 0.540 0.879 4.947  -0.199
C 0.963 -0.325 5.522  -0.138
C 1.105 -1.451 4.719  -0.226
C 0.837 -1.354 3.348  0.062
N 0.398 -0.211 2.787  -0.462
C 0.290 0.890 3.562  0.143
H 0.490 3.016 7.560  0.412
H 1.017 1.380 7.556  0.388
H 1.190 -0.381 6.580  0.202
H 1.430 -2.412 5.110  0.217
H 0.979 -2.209 2.696  0.222
H -0.001 1.793 3.027  0.273

Output
2S+1: 4
HOMO-LUMO gap (spin up / spin down): 7.50 / 7.44 eV
lowest unoccupied orbital energy (spin up / spin down): 0.00832 / 0.00709 Eh
energy relative to the best compared isomer or geometry (same formula, charge and spin): 0.0 kcal per mole

Record 2
Entry from the OMol25 dataset: C23H33ClCrN3O4Si2 as an isolated structure (ωB97M-V/def2-TZVPD).

Last column: natural (NBO) charge in e.
Cartesian coordinates (Å):
Cr 0.402 0.638 -0.650  1.355
Cl 4.313 2.535 5.208  -0.066
C 3.658 1.890 3.710  -0.054
C 4.321 0.844 3.083  -0.295
C 3.773 0.336 1.899  -0.251
C 2.608 0.841 1.344  0.309
O 2.119 0.291 0.227  -0.823
C 1.953 1.953 1.978  -0.233
C 0.812 2.569 1.449  0.209
O 0.195 2.276 0.334  -0.741
C 2.514 2.442 3.192  -0.228
H 5.227 0.434 3.504  0.210
H 4.260 -0.487 1.390  0.204
H 0.390 3.405 2.011  0.148
H 2.030 3.266 3.701  0.210
C -3.336 -1.360 2.424  -1.122
Si -2.587 -0.301 1.035  1.726
C -2.438 1.417 1.766  -1.126
C -3.979 -0.299 -0.230  -1.134
C -0.923 -0.858 0.345  -1.326
C -0.920 -1.534 -0.953  0.308
C -1.825 -2.474 -1.475  -0.270
C -1.617 -2.987 -2.734  -0.144
C -0.528 -2.563 -3.496  -0.300
C 0.308 -1.617 -2.950  0.077
N 0.120 -1.136 -1.721  -0.521
Si 0.070 -1.945 1.523  1.748
C 1.709 -2.578 0.835  -1.118
C 0.351 -1.099 3.173  -1.133
C -0.830 -3.583 1.850  -1.130
H -4.234 -0.836 2.767  0.225
H -2.690 -1.505 3.290  0.224
H -3.651 -2.342 2.066  0.219
H -3.380 1.703 2.244  0.216
H -2.197 2.142 0.986  0.259
H -1.643 1.464 2.513  0.235
H -4.821 0.252 0.203  0.223
H -4.336 -1.305 -0.463  0.209
H -3.672 0.191 -1.152  0.281
H -2.664 -2.790 -0.872  0.224
H -2.304 -3.723 -3.137  0.208
H -0.346 -2.951 -4.488  0.213
H 1.156 -1.214 -3.494  0.198
H 2.543 -1.983 1.201  0.247
H 1.744 -2.547 -0.255  0.234
H 1.850 -3.614 1.154  0.216
H 0.896 -0.161 3.058  0.255
H 0.943 -1.749 3.824  0.230
H -0.589 -0.881 3.683  0.228
H -0.989 -4.115 0.906  0.222
H -1.790 -3.488 2.352  0.228
H -0.187 -4.217 2.469  0.222
C 1.928 2.662 -4.195  -0.669
C 1.099 2.052 -3.110  0.262
N 1.629 1.468 -2.102  -0.193
O 3.000 1.397 -2.038  -0.559
C -0.354 2.071 -3.114  0.002
C -1.197 2.741 -4.148  -0.646
N -0.922 1.439 -2.108  -0.018
O -2.186 1.374 -2.051  -0.545
H 2.862 2.116 -4.301  0.243
H 2.177 3.694 -3.934  0.236
H 1.392 2.668 -5.142  0.219
H 3.089 0.935 -1.169  0.505
H -0.625 3.453 -4.741  0.199
H -2.015 3.263 -3.648  0.241
H -1.664 2.017 -4.823  0.216

Output
2S+1: 5
HOMO-LUMO gap (spin up / spin down): 5.04 / 7.46 eV
lowest unoccupied orbital energy (spin up / spin down): 0.09296 / 0.09291 Eh
energy relative to the best compared isomer or geometry (same formula, charge and spin): 0.0 kcal per mole
charge: -1

Record 3
Entry from the OMol25 dataset: a 3-piece molecular cluster, C23H33IN2O2 overall (ωB97M-V/def2-TZVPD).

Last column: natural (NBO) charge in e.
Cartesian coordinates (Å):
C 4.633 -0.322 0.849  -0.618
C 4.659 -0.109 -0.670  -0.207
C 4.650 -1.420 -1.471  -0.617
C 3.595 0.922 -1.163  -0.404
C 2.264 0.863 -0.414  -0.374
C 1.532 -0.462 -0.744  0.812
O 1.606 -1.549 -0.236  -0.529
O 0.638 -0.183 -1.778  -0.525
C -0.060 0.963 -1.293  0.049
C -1.179 0.701 -0.234  -0.448
C -1.626 -0.761 -0.277  -0.031
C -2.205 -1.268 -1.416  -0.200
C -2.583 -2.585 -1.473  -0.204
C -2.340 -3.358 -0.363  -0.242
C -1.771 -2.857 0.769  -0.146
C -1.398 -1.529 0.838  -0.210
C 1.130 1.858 -0.828  -0.255
I 1.595 2.992 -2.651  0.053
H 3.698 -0.743 1.222  0.216
H 5.475 -0.954 1.150  0.215
H 4.827 0.652 1.319  0.206
H 5.623 0.370 -0.887  0.200
H 3.673 -1.907 -1.519  0.218
H 5.001 -1.295 -2.499  0.206
H 5.313 -2.123 -0.951  0.210
H 4.031 1.907 -0.948  0.224
H 3.487 0.850 -2.246  0.232
H 2.281 0.895 0.678  0.246
H -0.599 1.386 -2.139  0.213
H -0.794 0.942 0.764  0.205
H -2.028 1.367 -0.411  0.228
H -2.347 -0.612 -2.272  0.205
H -3.046 -2.998 -2.361  0.213
H -2.622 -4.412 -0.410  0.213
H -1.558 -3.468 1.642  0.216
H -0.947 -1.120 1.733  0.210
H 0.922 2.591 -0.050  0.227
C -6.325 -6.596 2.594  -0.612
C -6.032 -5.354 1.759  -0.377
C -5.066 -5.624 0.602  -0.518
C -3.732 -5.999 1.069  0.291
N -2.689 -6.299 1.440  -0.335
H -5.424 -6.970 3.082  0.216
H -7.052 -6.364 3.373  0.216
H -6.737 -7.396 1.975  0.203
H -5.632 -4.569 2.403  0.211
H -6.969 -4.978 1.344  0.208
H -4.979 -4.724 -0.012  0.255
H -5.462 -6.411 -0.043  0.244
C 1.648 8.712 0.383  -0.612
C 1.629 7.567 -0.623  -0.377
C 1.714 6.188 0.035  -0.522
C 2.991 5.972 0.715  0.289
N 3.992 5.804 1.250  -0.336
H 2.587 8.740 0.937  0.216
H 1.537 9.668 -0.130  0.216
H 0.830 8.618 1.100  0.202
H 2.449 7.693 -1.333  0.211
H 0.702 7.617 -1.198  0.208
H 1.594 5.416 -0.728  0.259
H 0.895 6.062 0.747  0.239

Output
structure (SMILES): CC(C)C[C@@H]1C(=O)O[C@@H](Cc2ccccc2)[C@@H]1I.CCCC#N.CCCC#N
HOMO-LUMO gap: 9.25 eV
lowest unoccupied orbital energy: 0.00482 Eh
energy relative to the best compared isomer or geometry (same formula, charge and spin): 10.6 kcal per mole

Record 4
Entry from the OMol25 dataset: a 2-piece molecular cluster, C23H33N2O overall (ωB97M-V/def2-TZVPD).

Last column: natural (NBO) charge in e.
Cartesian coordinates (Å):
N -1.656 -2.025 1.784  -0.684
N -2.890 -2.712 1.839  -0.467
C -2.792 -3.999 2.306  0.502
O -1.789 -4.405 2.874  -0.596
H -1.864 -1.026 1.783  0.347
H -1.089 -2.288 2.608  0.403
H -3.538 -2.542 1.079  0.390
H -3.730 -4.548 2.113  0.135
C 5.327 -1.113 -2.090  -0.634
C 3.834 -1.112 -1.966  0.014
C 3.088 -0.077 -2.525  -0.213
C 1.695 -0.057 -2.473  -0.026
C 1.041 1.112 -3.155  -0.648
C 1.007 -1.101 -1.827  0.004
C -0.519 -1.162 -1.767  -0.247
C -1.150 -1.433 -3.139  -0.603
C -1.136 0.080 -1.086  -0.532
C -0.725 0.260 0.314  0.173
C -0.876 1.423 1.094  -0.150
C -0.233 1.470 2.387  0.148
C 0.660 0.357 2.847  -0.667
C -0.447 2.541 3.235  -0.260
C -1.204 3.649 2.848  0.179
C -1.366 4.808 3.774  -0.662
C -1.811 3.634 1.590  -0.259
C -1.680 2.567 0.713  0.138
C -2.395 2.688 -0.600  -0.654
C 1.753 -2.141 -1.243  -0.022
C 1.078 -3.304 -0.563  -0.646
C 3.145 -2.137 -1.315  -0.215
H 5.752 -1.991 -1.595  0.221
H 5.645 -1.126 -3.143  0.230
H 5.764 -0.212 -1.638  0.225
H 3.601 0.740 -3.036  0.210
H -0.022 0.984 -3.364  0.202
H 1.174 2.039 -2.573  0.218
H 1.535 1.289 -4.124  0.242
H -0.816 -2.007 -1.132  0.229
H -0.754 -2.381 -3.530  0.233
H -2.243 -1.529 -3.050  0.206
H -0.919 -0.636 -3.858  0.209
H -0.841 0.979 -1.636  0.269
H -2.235 0.006 -1.189  0.261
H -0.086 -0.540 0.710  0.248
H 1.158 0.655 3.778  0.246
H 0.105 -0.563 3.079  0.233
H 1.435 0.116 2.106  0.246
H -0.016 2.520 4.236  0.234
H -1.981 5.581 3.307  0.234
H -1.838 4.508 4.718  0.256
H -0.393 5.245 4.027  0.256
H -2.432 4.486 1.302  0.233
H -3.091 3.538 -0.551  0.241
H -1.693 2.913 -1.421  0.248
H -2.991 1.801 -0.855  0.233
H 1.847 -3.992 -0.188  0.229
H 0.462 -3.003 0.298  0.221
H 0.436 -3.870 -1.257  0.222
H 3.698 -2.960 -0.860  0.214

Output
HOMO-LUMO gap: 5.62 eV
lowest unoccupied orbital energy: -0.20170 Eh
energy relative to the best compared isomer or geometry (same formula, charge and spin): 34.9 kcal per mole
charge: +1

Which of these has the highest energy relative to the best compared isomer or geometry (same formula, charge and spin)? C23H33N2O

Please write out number 1 again, unchanged.
Entry from the OMol25 dataset: C23H33Cl2CrN4O4 as an isolated structure (ωB97M-V/def2-TZVPD).

Last column: natural (NBO) charge in e.
Cartesian coordinates (Å):
O -0.005 0.082 -4.159  -0.494
C -0.593 0.294 -5.208  0.415
C -0.300 1.414 -6.168  -0.160
C 0.837 2.214 -5.969  -0.167
H 1.558 1.931 -5.201  0.233
C 1.037 3.354 -6.748  -0.205
H 1.908 3.985 -6.566  0.216
C 0.117 3.693 -7.751  -0.192
H 0.259 4.599 -8.343  0.216
C -0.992 2.866 -7.992  -0.220
H -1.701 3.122 -8.784  0.218
C -1.186 1.725 -7.211  -0.180
H -2.028 1.060 -7.408  0.215
H -1.397 -0.400 -5.555  0.106
C -2.547 1.644 0.149  -0.681
C -2.058 0.662 1.132  -0.162
H -3.402 2.201 0.551  0.188
H -2.848 1.164 -0.796  0.226
H -1.742 2.351 -0.095  0.236
C -2.604 0.289 2.275  -0.277
C -3.875 0.828 2.872  -0.637
H -2.118 -0.477 2.884  0.173
H -4.349 1.616 2.270  0.207
H -3.679 1.238 3.870  0.203
H -4.605 0.022 3.010  0.197
Cr -0.152 -0.132 0.647  0.916
Cl 0.816 1.916 0.584  -0.535
Cl -0.523 -0.335 -1.506  -0.469
H 3.766 -0.169 -2.406  0.193
H 5.347 0.741 -0.791  0.199
C 2.923 -0.017 -1.721  -0.429
C 4.527 0.925 -0.087  -0.401
N 3.442 -0.003 -0.358  -0.376
H 2.179 -0.808 -1.834  0.255
C 2.807 -0.617 0.647  0.582
O 1.700 -1.208 0.521  -0.705
H 4.878 0.773 0.938  0.207
H 3.331 -0.584 1.618  0.142
H 2.439 0.941 -1.951  0.235
H 4.189 1.965 -0.205  0.222
H -1.582 -5.307 2.163  0.198
H -0.439 -6.070 -0.003  0.200
C -2.048 -4.497 1.587  -0.422
C -0.942 -5.236 -0.508  -0.400
N -1.202 -4.166 0.442  -0.392
H -2.192 -3.622 2.224  0.251
C -0.724 -2.938 0.237  0.553
O -0.898 -1.999 1.064  -0.652
H -0.301 -4.843 -1.303  0.222
H -0.166 -2.777 -0.703  0.190
H -3.020 -4.862 1.230  0.206
H -1.885 -5.598 -0.938  0.203
N 0.643 2.161 7.047  -0.820
C 0.317 2.140 5.720  0.651
O -0.155 3.135 5.171  -0.588
C 0.540 0.879 4.947  -0.199
C 0.963 -0.325 5.522  -0.138
C 1.105 -1.451 4.719  -0.226
C 0.837 -1.354 3.348  0.062
N 0.398 -0.211 2.787  -0.462
C 0.290 0.890 3.562  0.143
H 0.490 3.016 7.560  0.412
H 1.017 1.380 7.556  0.388
H 1.190 -0.381 6.580  0.202
H 1.430 -2.412 5.110  0.217
H 0.979 -2.209 2.696  0.222
H -0.001 1.793 3.027  0.273

Output
2S+1: 4
HOMO-LUMO gap (spin up / spin down): 7.50 / 7.44 eV
lowest unoccupied orbital energy (spin up / spin down): 0.00832 / 0.00709 Eh
energy relative to the best compared isomer or geometry (same formula, charge and spin): 0.0 kcal per mole